ORCA calculation (ωB97M-V/def2-TZVPD) on C58H161AsF6N7O25 as an isolated structure.

Its total energy is -7405.6497 a.u. The value obtained for the relative energy (zero: lowest compared OMol25 entry of this formula, charge and spin) is 69.79 kJ/mol. The net charge is -1. The value obtained for the maximum force is 3.2 eV Å⁻¹. The HOMO-LUMO gap is 0.3418 Ha.

Geometry (Å):
As -0.93222 1.11763 0.67953
F 0.48067 0.15105 0.11974
F -0.17197 2.63707 0.18816
F -2.40429 2.09448 1.21576
F -1.70765 -0.33025 1.33496
F -0.22388 1.25958 2.36161
F -1.67775 1.03654 -0.82444
C 3.52726 -2.62232 0.72011
C 3.86146 -3.98328 1.36183
O 5.11296 -3.99206 1.98060
O 3.78200 -1.69019 1.66999
H 2.44107 -2.65073 0.33594
H 4.10234 -2.45300 -0.22976
H 3.77533 -4.81515 0.61736
H 3.14039 -4.20714 2.13245
H 5.72257 -3.77041 1.28579
H 3.99489 -0.84247 1.26806
C -2.61486 -1.39042 5.90914
C -2.40759 -0.85012 4.48571
O -2.53270 0.54359 4.51114
O -3.99247 -1.39304 6.17857
H -2.00735 -0.95476 6.73871
H -2.27691 -2.41742 5.86786
H -3.12981 -1.38439 3.78887
H -1.38532 -1.08459 4.16482
H -2.08121 0.90987 3.74441
H -4.24155 -0.46221 6.39477
C -6.87307 -1.35366 3.74839
C -6.92804 -2.87860 3.49246
O -5.88969 -3.54444 4.23607
O -8.01716 -0.82847 3.06538
H -5.89923 -0.95628 3.44292
H -6.97342 -1.27501 4.83230
H -6.79737 -3.12645 2.43606
H -7.83652 -3.32723 3.80429
H -5.92388 -3.07680 5.11628
H -7.99813 -0.00259 2.55573
C -6.65451 2.72042 2.96894
C -5.96079 2.22967 1.71584
O -6.93784 1.49300 0.85957
O -7.04720 1.61877 3.82644
H -7.45803 3.43471 2.64223
H -5.90780 3.30620 3.49118
H -5.10387 1.57739 2.04093
H -5.65133 3.07340 1.08771
H -6.36584 1.21421 0.12366
H -6.29330 1.42630 4.44744
C 6.06311 0.21206 4.26345
C 5.73559 -1.28736 4.21222
O 6.62700 -1.84788 3.21881
O 5.95031 0.77023 2.96306
H 7.05606 0.29521 4.68055
H 5.37675 0.72082 4.93550
H 4.72579 -1.43910 3.91239
H 5.97003 -1.70878 5.17497
H 6.09575 -2.52430 2.70569
H 6.28589 0.09792 2.35270
C 2.63183 -6.21630 4.17204
C 1.66905 -5.59975 5.06303
O 2.03918 -5.93849 6.43582
O 3.86839 -5.47295 4.32479
H 2.27349 -6.28847 3.15184
H 2.82844 -7.20880 4.49382
H 0.66207 -5.94889 4.86970
H 1.63152 -4.52295 4.84791
H 2.97694 -6.12781 6.30490
H 4.31741 -5.43035 3.48365
C 5.31762 0.18965 -2.47351
C 5.81641 0.45590 -1.06576
C 6.42217 1.79842 -0.93519
O 4.76696 0.20758 -0.13173
H 4.49749 0.93338 -2.69202
H 4.92829 -0.84619 -2.57230
H 6.15962 0.28276 -3.20916
H 6.67162 -0.24898 -0.88246
H 5.68590 2.55101 -1.21066
H 7.30365 1.91500 -1.58347
H 6.64466 1.98812 0.11642
H 4.23521 0.97892 0.14461
C -1.46228 -3.70108 2.47940
C -0.25787 -4.19784 1.69770
C -0.14656 -3.44452 0.37791
O 0.89271 -4.00108 2.45203
H -1.55253 -4.17169 3.45759
H -2.44046 -3.91025 2.01667
H -1.42436 -2.58762 2.53172
H -0.41196 -5.24574 1.40556
H 0.00023 -2.37635 0.62270
H -1.05298 -3.46926 -0.26774
H 0.65774 -3.80819 -0.20160
H 1.00246 -3.05470 2.62704
C -3.03793 4.16223 -1.33699
C -2.39957 5.42689 -0.69220
C -1.65110 6.14337 -1.81560
O -3.43862 6.36254 -0.51471
H -2.33417 3.40805 -1.77045
H -3.72990 4.55393 -2.09785
H -3.64205 3.55583 -0.67593
H -1.70248 5.17816 0.14448
H -2.30916 6.42151 -2.62695
H -0.91897 5.41749 -2.16996
H -1.11892 7.02703 -1.51743
H -4.18255 5.93753 -0.13862
C -1.03372 4.28076 3.32768
C -0.37036 5.58544 3.70884
C -1.40296 6.47529 4.54594
O 0.80834 5.49268 4.41884
H -1.88675 4.51152 2.66880
H -1.44224 3.79661 4.20355
H -0.37994 3.68533 2.72602
H -0.10027 6.00409 2.72717
H -2.36724 6.62658 4.02922
H -0.95143 7.47609 4.63250
H -1.63378 6.06398 5.51397
H 0.80237 4.80526 5.10678
C -4.70879 3.91664 5.92200
C -4.51190 2.50926 6.40344
C -5.44683 2.34047 7.62858
O -4.92857 1.44218 5.50331
H -4.14467 4.17614 5.02523
H -4.27978 4.61307 6.64929
H -5.72530 4.16465 5.66952
H -3.46015 2.39526 6.65464
H -5.10025 2.93877 8.47939
H -5.49935 1.30242 7.96056
H -6.46134 2.57345 7.18768
H -4.12440 1.19313 4.97178
C 3.54277 4.17641 1.43245
C 3.94905 2.88338 2.15849
C 3.53793 2.89070 3.61919
O 3.28899 1.84031 1.50674
H 4.07126 5.08536 1.79400
H 2.48615 4.34541 1.40089
H 3.76520 4.15505 0.33325
H 4.97434 2.60999 1.96223
H 4.15575 3.49055 4.30589
H 3.51764 1.90801 4.08344
H 2.49814 3.26198 3.67643
H 2.42541 1.72204 1.93675
C -5.30372 -1.92744 -1.57668
C -4.73278 -0.55680 -2.05994
C -5.61115 0.05290 -3.16400
O -5.67442 -0.84205 -4.26150
C -6.14261 -0.20055 -5.43805
N -4.71790 0.36467 -0.86463
H -4.70439 -2.49275 -0.88540
H -5.37526 -2.49836 -2.52260
H -6.31549 -1.78671 -1.16829
H -3.68540 -0.78445 -2.46062
H -5.19316 0.98857 -3.53469
H -6.66201 0.13624 -2.74158
H -5.67394 -0.72026 -6.26659
H -5.92669 0.89247 -5.45998
H -7.27115 -0.39411 -5.46374
H -4.51361 -0.21565 -0.01954
H -3.89969 0.95717 -0.95934
C 3.65414 4.74024 -5.03708
C 2.16768 4.46408 -5.11827
C 1.62119 3.78419 -3.89086
O 2.58238 2.80494 -3.40957
C 2.16399 2.14219 -2.20204
N 1.39514 5.72736 -5.36364
H 4.01517 5.04150 -6.00580
H 4.18748 3.82470 -4.76977
H 3.91120 5.60725 -4.39603
H 1.82995 3.82520 -5.95304
H 0.70095 3.28445 -4.13079
H 1.42017 4.55383 -3.14831
H 2.52819 2.78367 -1.36573
H 2.58410 1.15359 -2.21781
H 1.06598 2.05684 -2.05814
H 0.39701 5.56134 -5.21952
H 1.49646 6.07987 -6.34106
C 2.82548 1.34446 -7.07220
C 3.78723 0.82089 -6.03020
C 3.53750 -0.73085 -5.82346
O 2.20258 -1.05101 -5.60167
C 1.73902 -0.56356 -4.35594
N 5.15598 1.05128 -6.54439
H 2.80978 0.60395 -7.89947
H 2.95639 2.40527 -7.35345
H 1.83851 1.31029 -6.61135
H 3.64781 1.30296 -5.04902
H 4.15149 -1.08519 -4.98329
H 3.94374 -1.29808 -6.68995
H 2.46384 -0.77489 -3.59586
H 0.77364 -1.06302 -4.13848
H 1.58506 0.52600 -4.51569
H 5.86839 0.84821 -5.84657
H 5.18703 2.03049 -6.78198
C -0.91817 3.08830 -7.73638
C -1.16232 2.20628 -6.56992
C -2.21105 2.73790 -5.61342
O -2.54370 1.79492 -4.57573
C -1.47458 1.37787 -3.71073
N -1.67610 0.89834 -7.00509
H -0.43348 4.03858 -7.41599
H -1.80327 3.33119 -8.36829
H -0.28073 2.49543 -8.36833
H -0.21700 2.19587 -6.05118
H -3.11487 2.95991 -6.17189
H -1.91737 3.68971 -5.22575
H -0.65916 0.83676 -4.25892
H -1.95908 0.73622 -3.02242
H -1.02812 2.24970 -3.19903
H -1.88962 0.31430 -6.23410
H -1.04153 0.33965 -7.57947
C -1.23209 -2.20916 -3.16132
C -1.61143 -2.26163 -4.68073
C -1.42156 -3.69857 -5.12876
O -0.04364 -4.06784 -5.11158
C 0.58239 -4.01883 -6.39677
N -2.94137 -1.74695 -5.04481
H -1.36315 -1.19882 -2.76110
H -0.18260 -2.53188 -3.03101
H -1.90582 -2.86354 -2.55475
H -0.90597 -1.64025 -5.29459
H -1.89404 -3.88103 -6.11592
H -1.94367 -4.37743 -4.44192
H -0.10925 -4.35061 -7.16018
H 1.41994 -4.75010 -6.42937
H 0.96929 -3.02833 -6.56452
H -3.61601 -2.04461 -4.36110
H -3.00944 -0.71131 -5.05680
C 0.92928 0.40996 5.27968
C 1.78264 -0.60361 4.55159
C 2.06406 -1.80345 5.52362
O 2.53126 -1.39149 6.85679
C 2.89323 -2.45608 7.72215
N 1.20763 -1.16839 3.30484
H 1.31598 0.58842 6.26466
H -0.05812 0.05781 5.42949
H 0.92682 1.36069 4.78852
H 2.74362 -0.12940 4.26623
H 2.79030 -2.56377 5.17331
H 1.11244 -2.40061 5.64948
H 3.19848 -2.04890 8.66038
H 3.72830 -3.04475 7.36243
H 2.16579 -3.24586 7.92383
H 1.87977 -0.99965 2.56814
H 0.38892 -0.62819 2.98337
C 0.99942 -6.42206 -2.31527
C 2.08155 -5.36420 -2.14197
C 3.38795 -5.62460 -2.90285
O 3.77739 -6.88100 -2.64625
C 5.00304 -7.26901 -3.23299
N 1.69188 -4.07890 -2.68254
H 0.69211 -6.49361 -3.37861
H 0.14018 -6.20227 -1.64063
H 1.38655 -7.41902 -2.05113
H 2.45072 -5.21111 -1.12823
H 4.14019 -4.88228 -2.67184
H 3.14803 -5.45164 -3.94518
H 5.26209 -8.26951 -2.85803
H 5.78325 -6.55177 -2.93411
H 4.97802 -7.20657 -4.32236
H 1.05254 -3.60307 -2.06317
H 1.09930 -4.28196 -3.49223

Results of the Mulliken charge analysis, in e, for atoms 1 through 5: 2.775, -0.639, -0.601, -0.538, -0.263